## a
The following is a quantum chemistry calculation of a single C20H22N2O4 molecule, from the Open Molecules 2025 dataset.

HOMO energy in eV: -8.58
SMILES string: CCCN1C(=O)c2cc(C(=O)NCc3ccc(OC)cc3)ccc2[C@@H]1O
Kohn-Sham gap in eV: 8.9
Net charge: 0

Each line ends with the Mulliken charge.
CARTESIAN COORDINATES (ANGSTROEM)
O -1.19243 -4.30034 1.13051  -0.523
H 1.13987 0.11917 -0.19602  0.505
H -4.19706 -3.32383 3.80611  0.376
H -2.92001 0.85426 0.96614  0.559
H 5.87708 5.11848 -4.29276  0.339
H 6.65141 3.71009 -5.05906  0.238
C 1.75120 3.84704 -1.58435  0.398
C -0.98649 -1.90289 1.42397  0.354
N -2.71174 -3.02905 2.45575  0.250
H -3.80699 -7.07676 1.81269  0.357
C -0.82459 2.00671 -0.24843  0.332
C -1.34267 -3.23868 2.02877  -0.251
H 2.61921 2.13837 -4.38238  0.432
C -0.86653 0.63874 0.36102  0.948
O -4.29115 -1.36950 2.47956  -0.680
O -1.74705 2.46128 -0.89312  -0.650
N 0.31609 2.68926 0.00088  -0.171
H -4.45701 -4.70689 1.56820  0.306
H -0.30742 4.27293 -1.12581  0.353
H -2.76322 -4.35466 4.05187  0.385
C 0.60901 3.96976 -0.61047  -1.080
H -0.70530 -3.50368 2.88487  0.353
H 4.87408 5.00595 -2.15681  0.380
H 6.57286 3.81774 -3.28360  0.337
C 0.18444 -1.49588 0.82041  -1.374
C -3.28288 -6.32216 2.39457  -1.113
C 2.92459 4.56379 -1.42364  -0.989
C 1.64842 2.96796 -2.65983  -0.172
H 3.02428 5.25135 -0.59563  0.299
H 1.05276 2.25247 0.53132  0.273
C -2.09721 -1.06473 1.47628  0.288
C -4.14940 -5.07757 2.54777  -0.429
H -1.71341 -4.11930 0.33784  0.366
C -2.05728 0.20746 0.94151  -0.819
C 3.87094 3.54481 -3.38263  0.856
C 3.97879 4.42501 -2.31267  -0.292
C -3.44672 -3.94136 3.30391  -0.885
C -3.19485 -1.77946 2.17610  0.330
C 0.23600 -0.21116 0.29665  -0.491
H 0.73621 2.40611 -2.79791  0.447
H 0.84302 4.70392 0.16680  0.397
H 1.03451 -2.15765 0.75485  0.460
C 6.04479 4.03929 -4.21693  -0.840
H -3.05488 -6.74366 3.37159  0.301
C 2.69065 2.81508 -3.54575  -0.663
H -2.34743 -6.08685 1.89495  0.277
H -5.05572 -5.34177 3.09542  0.373
O 4.83924 3.32082 -4.31252  -0.449

## b
The following is a quantum chemistry calculation of a single C20H22N2O4 molecule, from the Open Molecules 2025 dataset.

HOMO energy in eV: -8.52
SMILES string: COc1cccc(CNC(=O)c2ccc(NC(=O)[C@@H]3CCCO3)cc2)c1
Kohn-Sham gap in eV: 9.2
Net charge: 0

Each line ends with the Mulliken charge.
CARTESIAN COORDINATES (ANGSTROEM)
C 6.00971 -1.06142 0.58864  0.329
N 3.78641 -0.37392 0.01063  -0.128
H 4.02469 -1.01029 -0.74475  0.192
C -4.31982 0.41644 1.12624  -0.460
C -6.60163 -0.70241 -0.00489  0.679
O 4.75312 0.54967 1.87182  -0.664
H -9.37547 -2.26833 -0.65953  0.241
H 5.90512 -1.98183 1.17503  0.385
H 6.35964 0.40677 -1.66336  0.249
H -3.43915 0.85895 1.56651  0.412
C 8.03864 -0.26414 -0.45650  -0.510
O -7.69063 -1.19396 -0.66023  -0.414
C 1.69530 -0.14533 -1.11836  -0.781
C 0.42511 0.38235 -1.22642  -0.667
C -8.58881 -2.01207 0.04845  -0.844
C -3.73212 1.57285 -1.02043  -1.056
H -8.10647 -2.93019 0.39976  0.348
H -6.90529 -1.59884 1.93150  0.390
H -0.18160 0.11705 -2.08029  0.456
C 4.78159 -0.18535 0.91053  0.179
C 6.89932 -0.52549 -1.44118  -0.454
N -2.34993 1.15258 -0.94679  -0.189
C -5.76469 0.11993 -0.76069  -0.746
C -6.28130 -0.96539 1.32128  -0.462
H -3.75433 2.59578 -0.62964  0.379
C -5.14109 -0.40255 1.87365  -0.808
H 2.69522 1.38665 1.72713  0.498
H 8.77721 -1.06264 -0.52695  0.245
H 7.21727 -0.99077 -2.37415  0.362
H 2.06088 -0.83190 -1.86950  0.361
H 8.52851 0.68855 -0.64005  0.324
H -2.15029 0.19560 -1.18832  0.295
C 7.32179 -0.31388 0.89692  -0.759
C -1.39939 1.90094 -0.33303  0.457
C -4.63260 0.68362 -0.20372  0.865
H -6.03258 0.30965 -1.78883  0.359
C 2.51947 0.20294 -0.04806  0.959
H -4.89976 -0.60927 2.90585  0.375
C 2.05719 1.10650 0.90586  -0.505
H -9.02813 -1.48329 0.90047  0.347
C -0.04752 1.27558 -0.26856  0.381
H 0.42412 2.34979 1.50761  0.434
H 7.08640 0.68267 1.27071  0.324
H 7.90963 -0.83034 1.65180  0.341
O 6.04368 -1.43806 -0.77903  -0.520
C 0.78968 1.63786 0.78339  -0.880
O -1.62952 3.00378 0.12555  -0.661
H -4.05755 1.58511 -2.06604  0.341

Energies in eV, measured from the most stable structure: a 0.000; b 0.248.

## a
The following is a quantum chemistry calculation of a single C8H14N2OS molecule, from the Open Molecules 2025 dataset.

HOMO energy in eV: -8.80
Kohn-Sham gap in eV: 9.5
Net charge: 0

Each line ends with the Mulliken charge.
CARTESIAN COORDINATES (ANGSTROEM)
H -0.14760 -1.32608 1.31608  0.366
C 1.18772 0.65243 -0.08893  0.544
C -1.56602 -2.57038 -0.18820  -1.405
H -0.89854 3.16226 1.37798  0.312
H -0.60820 0.66971 2.00230  0.276
C -0.77277 -1.39664 0.37415  0.641
H -2.45425 1.14797 1.57658  0.347
C -1.37006 0.94593 1.22117  -0.470
H 0.54975 1.85258 -1.63170  0.244
H -0.95837 2.57736 -0.31579  0.418
H -1.14040 -3.59496 -0.15000  0.326
H -1.84690 -2.33458 -1.18343  0.374
H 3.69288 -1.61762 -1.01012  0.297
N 2.80252 -1.13123 -1.03669  -0.528
S 2.67200 -0.23228 0.45685  0.375
C -0.19465 -0.47593 -0.62440  -0.976
H 1.46737 2.49131 1.13822  0.339
C 1.31035 1.87448 -0.90118  -1.103
N -1.40910 -0.12042 0.13460  -0.433
O 2.30624 -1.03280 1.62693  -0.587
C -0.73108 2.24724 0.65113  -1.006
H 2.23758 2.33037 -1.03493  0.364
H 2.14127 -1.72944 -1.37383  0.189
H -0.20300 -0.55021 -1.63830  0.569
H -2.63367 -2.69871 0.43350  0.242
C 0.76232 1.98314 0.42842  0.285

## b
The following is a quantum chemistry calculation of a molecular structure, C8H14N2OS, from the Open Molecules 2025 dataset.

HOMO energy in eV: -6.99
Kohn-Sham gap in eV: 7.7
Net charge: 0

Each line ends with the Mulliken charge.
CARTESIAN COORDINATES (ANGSTROEM)
H -3.19473 1.16007 0.26870  0.143
C 1.87269 0.12465 -1.07516  -1.638
H 2.42923 -1.59941 1.05609  0.456
C 1.72224 0.74384 1.41378  -1.709
N -0.15549 0.07079 0.07154  -0.176
H -4.31006 0.54735 -1.56658  0.259
O -0.88787 1.61358 1.74178  -0.495
C -2.16922 1.02526 -0.13484  -0.863
H 3.01887 0.26255 -1.05610  0.329
H -1.48396 2.31900 1.56277  0.318
C -3.32716 0.27670 -2.11213  -0.906
C 1.20431 -0.14480 0.29183  1.533
H 1.21771 -2.19826 -0.03456  0.527
H 1.49680 0.92335 -1.71041  0.349
C 1.41246 -1.63635 0.75764  -1.821
C -1.12952 -0.56406 -1.43068  0.338
H 2.77797 0.37436 1.52610  0.484
H 1.13650 0.62493 2.30876  0.450
H -2.91745 0.99803 -2.83558  0.362
S -0.47547 -1.56501 -2.41948  -0.387
H -3.49920 -0.62164 -2.65197  0.335
H 1.88320 -0.80686 -1.66284  0.411
C -1.04881 0.85978 0.66313  0.832
H 0.85198 -1.96433 1.58078  0.397
N -2.19186 0.16604 -1.21300  0.179
H 1.88647 1.86859 1.04000  0.292

Energies in eV, measured from the most stable structure: a 1.537; b 0.000.

## a
The following is a quantum chemistry calculation of 9 unconnected molecules or ions with the total composition C25H68O9, from the Open Molecules 2025 dataset.

HOMO energy in eV: -9.69
SMILES string: CC(C)O.CC(C)O.CC(C)O.CC(C)O.CC(C)O.CC(C)O.CC(C)O.CCO.CCO
Kohn-Sham gap in eV: 10.1
Net charge: 0

Each line ends with the Mulliken charge.
CARTESIAN COORDINATES (ANGSTROEM)
H 8.45460 12.22517 12.44932  0.219
H 14.78375 13.14943 4.98216  0.386
C 15.90291 13.98644 6.52117  1.089
H 6.75965 17.26431 11.42723  0.299
H 8.66528 15.27661 12.45677  0.231
O 9.09964 13.80979 13.72173  -0.710
C 6.69233 16.27898 10.96605  -1.163
C 11.52917 8.68214 8.12524  0.451
H 10.28185 19.82689 11.97846  0.496
C 13.58302 17.04619 8.01155  -1.261
H 11.20328 7.51864 9.79387  0.308
H 13.10053 15.69904 11.75397  -0.363
H 13.23624 17.01608 6.97862  0.450
H 8.45868 15.65352 9.73842  0.330
H 10.91534 9.57399 14.46197  0.374
C 16.33175 16.18025 10.98330  1.615
C 12.52064 17.42237 8.94912  1.662
H 12.03564 15.51957 9.62936  -0.547
O 12.89180 11.18456 13.92015  -0.618
H 11.04946 20.91330 13.83020  0.373
H 13.03841 17.55759 9.89871  -0.645
C 11.95060 13.86051 11.79235  1.122
H 10.90481 9.81858 12.78498  0.248
O 12.85207 8.02717 7.96562  -0.540
C 8.41142 12.60825 13.46887  0.029
O 11.97308 18.70741 8.55632  -0.612
H 10.23517 6.97110 8.45206  0.371
H 11.21413 18.52310 7.99809  0.396
C 10.95294 19.10499 12.44385  -1.040
C 12.23153 19.72982 13.10842  0.395
C 10.54042 7.86262 8.99990  -1.240
H 14.13031 8.30708 12.33868  0.419
H 13.49066 9.52620 11.52779  -0.033
H 11.07093 16.07966 8.31049  0.581
H 14.99504 16.24872 12.69674  0.030
H 11.32340 18.41623 11.68459  -0.161
H 12.66869 18.02049 14.21565  0.308
H 13.65152 12.45640 11.47843  0.399
H 14.08554 19.17598 13.89367  0.387
C 11.47413 9.31116 13.56376  -1.300
H 10.76503 10.58456 8.95974  0.366
C 12.96576 9.80175 13.67795  0.585
H 12.64877 20.27454 12.26149  0.191
O 17.51225 15.55214 10.68901  -0.586
H 7.62511 14.40773 10.70294  0.266
H 15.62000 14.63203 12.43069  0.239
H 6.51292 11.83721 13.76760  0.397
H 9.71724 8.47208 9.37274  0.323
H 13.09230 14.84698 13.39149  0.481
C 6.97501 12.81550 13.89997  -1.356
C 16.53121 13.74434 7.91466  -1.450
C 13.00214 13.11229 10.89859  -1.300
H 8.83951 11.83674 14.10888  0.280
H 18.09738 16.14756 10.21500  0.373
H 6.10248 16.54417 10.08864  0.390
H 17.15756 18.01857 11.90597  0.381
H 14.38503 12.36535 6.53366  0.121
H 12.61187 11.19937 14.83831  0.293
C 8.01198 15.42676 10.70648  -0.239
H 17.72022 14.32345 6.28719  0.361
C 16.53850 17.74432 11.05177  -1.407
H 12.26299 10.83252 8.03804  0.195
H 12.47697 12.32375 10.35960  0.091
H 11.36898 8.24845 13.34533  0.414
H 12.22048 10.12260 9.67709  -0.495
C 13.90892 9.35880 12.52033  -1.144
H 17.35069 13.02994 7.83606  0.489
O 11.41109 13.05809 12.73726  -0.461
C 12.54373 15.11861 12.48961  -0.452
H 9.96608 13.69698 13.32404  0.460
H 12.01706 12.46719 13.19029  0.339
H 10.77474 16.69501 9.97442  0.193
H 15.52709 18.14950 11.08316  0.219
H 13.58779 13.70677 10.19738  0.164
O 9.02561 15.66998 11.65863  -0.240
H 16.63525 15.72694 13.16104  0.484
H 16.93518 14.69802 8.25436  0.489
H 16.90685 18.26629 10.16861  0.483
H 13.27920 9.31419 14.60107  0.198
H 6.89276 13.10899 14.94648  0.322
H 10.98857 8.87954 7.19956  0.235
H 12.71975 7.17367 7.54655  0.312
H 14.33282 17.83731 8.00698  0.362
H 13.92679 16.05506 8.30749  -0.098
H 15.84141 11.94115 5.66193  0.337
C 13.21032 18.65119 13.51069  -0.618
H 14.87971 9.85412 12.53837  0.344
H 15.11649 14.74044 6.48743  -0.048
H 15.61306 15.85438 10.23137  -0.665
H 10.33265 18.52887 13.13045  0.418
H 6.29590 13.48619 13.37357  0.271
O 16.94393 14.43452 5.73345  -0.580
C 11.53005 16.40500 9.24401  -0.574
H 15.83275 13.30837 8.62893  0.152
H 11.11389 14.13943 11.15186  0.047
C 15.87591 15.69034 12.37992  -1.146
H 6.03246 15.69878 11.61107  0.225
C 15.18906 12.77473 5.92207  -1.294
H 11.65288 15.65945 12.80893  0.174
O 11.82228 20.47884 14.19843  -0.554
H 13.49675 18.05992 12.64095  -0.219
C 11.73189 10.15161 8.70317  -0.275

## b
The following is a quantum chemistry calculation of 9 unconnected molecules or ions with the total composition C25H68O9, from the Open Molecules 2025 dataset.

HOMO energy in eV: -9.86
SMILES string: CC(C)O.CC(C)O.CC(C)O.CC(C)O.CC(C)O.CC(C)O.CC(C)O.CCO.CCO
Kohn-Sham gap in eV: 10.3
Net charge: 0

Each line ends with the Mulliken charge.
CARTESIAN COORDINATES (ANGSTROEM)
H 2.13024 -8.21218 -3.44319  0.313
H -6.82047 -1.88456 10.03913  0.321
C -4.71148 -1.59808 10.25583  0.305
H -0.24301 -0.19104 -0.22344  0.318
H 5.54073 6.93845 1.74329  0.312
H 6.19802 0.47370 -2.76147  0.238
H -4.50968 -3.70821 -6.21116  0.274
H -4.65282 -5.03217 -7.93607  0.300
H 1.16947 -8.52009 -1.95169  0.291
C -1.10898 -2.00702 -0.91313  0.701
C 4.89200 6.40190 0.07741  0.440
H 3.76807 8.23822 0.03774  0.302
H 0.45967 -6.21830 5.14891  0.272
C 1.90914 -8.92065 -2.64489  -1.095
H 8.36408 0.76986 -1.35924  0.311
H -4.17084 -1.19677 -6.81509  0.346
C 5.30070 6.55039 -1.43888  -1.219
H 5.11981 -8.74122 -1.22175  0.345
H -5.06372 4.15313 4.01628  0.271
H 2.51122 -9.22223 -0.31833  0.348
C -0.43371 7.99793 -6.82438  -1.164
H -3.37345 -2.51678 8.74756  0.325
H -4.81759 4.89920 1.61741  0.313
C 4.23809 -8.31533 -1.70060  -1.158
H 5.55329 -1.42326 -1.46338  0.300
H -5.14411 -2.73660 8.42895  0.315
H 0.54897 7.61077 -6.55506  0.298
H 3.97260 -7.52279 -1.00096  0.315
C -1.41103 7.67880 -5.71404  0.374
H -6.96980 6.15585 3.27229  0.344
H -2.36407 6.14521 -6.48683  0.325
H -0.47897 -3.54323 0.13459  0.295
H -4.26025 -1.17931 8.20972  0.340
H -6.36756 -0.18627 9.90126  0.336
O 6.37204 -0.95244 -1.29144  -0.549
H 8.88040 -0.76805 -1.94871  0.328
H -0.76406 7.56047 -7.76650  0.307
O 5.94042 6.85930 0.87405  -0.528
H -5.18495 5.72343 5.97846  0.299
H 4.55307 -7.94506 -2.67619  0.319
C 6.85915 -0.35424 -2.50548  0.426
C 6.84788 -1.45679 -3.59039  -1.201
H -1.20069 -0.02534 -1.70201  0.348
H 7.57972 -2.20389 -3.28321  0.301
H 3.21820 -7.52777 4.66811  0.279
H -3.13995 8.52708 -6.83822  0.344
C 3.67216 7.23758 0.45919  -1.231
H -5.66534 -3.04955 -7.35921  0.239
O 2.89604 -9.97087 -0.77991  -0.544
O -6.79823 5.25331 3.55081  -0.538
H -6.40360 -0.90395 11.50264  0.305
H -2.83837 -1.09740 -0.08350  0.345
H 0.37483 -0.75224 -1.83934  0.338
O -4.14094 -4.23371 -8.08453  -0.513
H 2.85446 -5.92071 4.12055  0.286
C -4.56946 5.52624 2.47377  -1.132
C -5.34464 5.17617 3.76617  0.328
H -4.85673 6.54435 2.21103  0.293
H -3.91309 -1.65228 -8.46566  0.286
C 8.31219 0.11813 -2.23140  -1.224
C -6.18062 -1.10630 10.45507  -1.160
H 5.55855 7.58437 -1.66799  0.338
H 4.48633 6.15999 -2.04920  0.346
C -3.79359 -2.00523 -7.44133  -1.087
C -2.21575 -1.97317 0.09949  -1.401
H -0.29431 9.06599 -6.99145  0.346
C 2.60039 -6.65609 4.88394  -1.013
H 5.83823 -1.85391 -3.69524  0.376
C -4.97728 6.08538 4.97150  -1.116
H 8.75317 0.42688 -3.17919  0.356
H -2.72680 -2.04632 -7.22143  0.300
C -4.36838 -2.07718 8.81819  -1.174
C 1.06207 -7.04682 4.77638  -0.217
H 3.66131 -10.13431 -2.69436  0.296
H -1.46812 -2.40164 -1.86360  0.122
H 0.92975 -7.87528 5.47226  0.267
H 1.46206 -9.68942 -3.27514  0.304
H -3.52394 5.57946 2.77732  0.326
H 3.53768 7.23908 1.54085  0.423
H -5.06067 -3.35328 10.93014  0.337
C -0.48604 -0.65935 -1.17723  -1.289
H -2.86715 -2.81245 -0.14418  0.376
O -0.13615 -2.89864 -0.48878  -0.549
H 2.80800 6.76421 -0.00692  0.304
O -4.49398 -2.61106 11.15284  -0.545
H -3.34377 8.39187 -5.07315  0.350
H -4.03558 -0.84045 10.65238  0.294
C -4.61013 -3.27634 -7.20690  -0.145
H -2.31477 9.65124 -5.75272  0.357
H 6.16456 5.92458 -1.66302  0.304
H -1.00843 7.74254 -4.70312  0.269
H -3.91536 6.33099 4.98085  0.318
H 2.89779 -6.25260 5.85185  0.330
C 3.19591 -9.41429 -2.02126  0.266
H 4.70186 5.34763 0.27859  0.208
H -5.47034 7.05610 4.91959  0.295
O 0.63608 -7.34993 3.47434  -0.509
O -1.76230 6.32872 -5.76171  -0.544
C -2.63977 8.61791 -5.87401  -1.260
H -0.23869 -7.74105 3.53260  0.305
H 7.17673 -1.05506 -4.54880  0.337
H -1.85359 -2.01587 1.12668  0.397

Energies in eV, measured from the most stable structure: a 0.000; b 0.141.